C37H83O26P3 | ωB97M-V with the def2-TZVPD basis set

Each atom is followed by the atoms it is bonded to, with distances in Å.
CARTESIAN COORDINATES (ANGSTROEM)
1 C -0.50351 -2.29383 -3.12335  O2 1.437, H9 1.088, H10 1.092, H11 1.086
2 O -1.25411 -2.23104 -4.34705  C1 1.437, P3 1.590
3 P -1.65350 -0.77740 -4.85216  O2 1.590, O4 1.461, O5 1.606, O7 1.623
4 O -0.63716 0.26927 -4.93716  P3 1.461
5 O -2.41393 -1.13790 -6.21981  P3 1.606, C6 1.430
6 C -2.56475 -0.12232 -7.21564  O5 1.430, H12 1.089, H13 1.092, H14 1.092
7 O -2.84925 -0.30915 -3.86024  P3 1.623, C8 1.433
8 C -4.03497 -1.11287 -3.81891  O7 1.433, H15 1.089, H16 1.092, H17 1.091
9 H -0.00925 -3.26213 -3.16293  C1 1.088
10 H -1.21589 -2.35002 -2.29705  C1 1.092
11 H 0.19570 -1.47145 -3.00351  C1 1.086
12 H -1.86596 -0.31210 -8.02857  C6 1.089
13 H -2.43378 0.86380 -6.76592  C6 1.092
14 H -3.59674 -0.17834 -7.56714  C6 1.092
15 H -4.31218 -1.56654 -2.86884  C8 1.089
16 H -3.98408 -1.92995 -4.54129  C8 1.092
17 H -4.83319 -0.46316 -4.18188  C8 1.091
18 C 1.55817 4.44854 1.48978  O19 1.418, H26 1.089, H27 1.091, H28 1.092
19 O 2.47615 4.56977 2.56373  C18 1.418, P20 1.595
20 P 2.57339 5.77570 3.60363  O19 1.595, O21 1.474, O22 1.595, O24 1.617
21 O 3.43885 5.71240 4.79458  P20 1.474
22 O 1.05003 6.08733 3.95688  P20 1.595, C23 1.440
23 C 0.77032 7.28858 4.70072  O22 1.440, H29 1.090, H30 1.087, H31 1.088
24 O 3.02360 7.00782 2.65831  P20 1.617, C25 1.434
25 C 4.32269 7.07396 2.05502  O24 1.434, H32 1.090, H33 1.089, H34 1.088
26 H 1.48589 3.40972 1.17229  C18 1.089
27 H 1.81722 5.04108 0.61073  C18 1.091
28 H 0.55491 4.76437 1.78289  C18 1.092
29 H 0.69161 7.08191 5.76782  C23 1.090
30 H -0.19727 7.64064 4.35074  C23 1.087
31 H 1.56912 8.00856 4.53253  C23 1.088
32 H 4.82596 7.84720 2.63460  C25 1.090
33 H 4.21684 7.41215 1.02550  C25 1.089
34 H 4.86315 6.12938 2.05561  C25 1.088
35 C 5.41479 -2.30852 1.22707  O36 1.426, H43 1.091, H44 1.095, H45 1.090
36 O 4.50081 -3.22753 0.63329  C35 1.426, P37 1.598
37 P 4.95718 -4.19800 -0.55095  O36 1.598, O38 1.470, O39 1.568, O41 1.598
38 O 5.68305 -3.59022 -1.67588  P37 1.470
39 O 3.69541 -5.01327 -1.00119  P37 1.568, C40 1.454
40 C 2.75461 -4.47159 -1.96889  O39 1.454, H46 1.089, H47 1.089, H48 1.087
41 O 5.79369 -5.37097 0.13983  P37 1.598, C42 1.428
42 C 7.19053 -5.24160 0.40625  O41 1.428, H49 1.092, H50 1.089, H51 1.088
43 H 4.94717 -1.33940 1.04509  C35 1.091
44 H 6.38253 -2.30888 0.71559  C35 1.095
45 H 5.67089 -2.42398 2.28004  C35 1.090
46 H 1.77806 -4.33778 -1.50621  C40 1.089
47 H 2.65589 -5.30528 -2.66285  C40 1.089
48 H 3.17246 -3.54875 -2.36229  C40 1.087
49 H 7.27242 -4.36962 1.05864  C42 1.092
50 H 7.75105 -5.10885 -0.51836  C42 1.089
51 H 7.64927 -6.06798 0.94472  C42 1.088
52 O -6.41852 -3.06318 2.69665  C53 1.203
53 C -6.42534 -3.66455 1.65509  O52 1.203, O54 1.338, C57 1.503
54 O -6.12794 -3.12904 0.46573  C53 1.338, C55 1.410
55 C -5.30893 -1.99752 0.27121  O54 1.410, C56 1.514, H58 1.097, H59 1.094
56 C -3.84174 -2.34216 0.12762  C55 1.514, H60 1.091, H61 1.092, H62 1.088
57 C -6.81458 -5.11337 1.55924  C53 1.503, H63 1.089, H64 1.088, H65 1.086
58 H -5.50790 -1.21551 1.01427  C55 1.097
59 H -5.59172 -1.39439 -0.59691  C55 1.094
60 H -3.32429 -1.40205 -0.07183  C56 1.091
61 H -3.82586 -3.01751 -0.73092  C56 1.092
62 H -3.38163 -2.80918 0.99626  C56 1.088
63 H -7.74807 -5.20868 2.11147  C57 1.089
64 H -6.05926 -5.69571 2.08330  C57 1.088
65 H -6.93537 -5.39598 0.51755  C57 1.086
66 O 5.47350 -0.46292 -5.33942  C67 1.204
67 C 5.07778 -0.84807 -4.26917  O66 1.204, O68 1.334, C71 1.502
68 O 3.83672 -1.28347 -4.04722  C67 1.334, C69 1.407
69 C 2.86912 -1.35655 -5.06675  O68 1.407, C70 1.516, H72 1.094, H73 1.091
70 C 2.58471 -2.76447 -5.55273  C69 1.516, H74 1.091, H75 1.092, H76 1.092
71 C 5.92773 -0.81506 -3.03070  C67 1.502, H77 1.088, H78 1.089, H79 1.089
72 H 3.21600 -0.80445 -5.94514  C69 1.094
73 H 1.94444 -0.93357 -4.67116  C69 1.091
74 H 3.47257 -3.33690 -5.82405  C70 1.091
75 H 1.99165 -2.67136 -6.46432  C70 1.092
76 H 2.02642 -3.34064 -4.81239  C70 1.092
77 H 5.50330 -1.35212 -2.18475  C71 1.088
78 H 6.11820 0.19766 -2.67833  C71 1.089
79 H 6.85668 -1.35674 -3.20095  C71 1.089
80 O 0.02587 1.01801 3.33646  C81 1.203
81 C -0.59765 1.70081 4.10636  O80 1.203, O82 1.347, C85 1.500
82 O -1.57011 1.30965 4.95258  C81 1.347, C83 1.431
83 C -1.79656 -0.08409 5.18652  O82 1.431, C84 1.528, H86 1.092, H87 1.084
84 C -0.66016 -0.70479 5.99739  C83 1.528, H88 1.095, H89 1.089, H90 1.088
85 C -0.40124 3.18590 4.17414  C81 1.500, H91 1.086, H92 1.092, H93 1.092
86 H -1.74427 -0.68197 4.27376  C83 1.092
87 H -2.78439 -0.17296 5.62456  C83 1.084
88 H -0.53067 -0.15101 6.93340  C84 1.095
89 H 0.28902 -0.56468 5.48301  C84 1.089
90 H -0.91011 -1.73335 6.24853  C84 1.088
91 H 0.59377 3.57768 3.98230  C85 1.086
92 H -0.62311 3.54729 5.18078  C85 1.092
93 H -1.04852 3.74090 3.49221  C85 1.092
94 O -3.06658 -4.00392 3.18861  C95 1.201
95 C -2.16230 -4.68128 2.78093  O94 1.201, O96 1.332, C99 1.507
96 O -0.95335 -4.25838 2.41531  C95 1.332, C97 1.434
97 C -0.72822 -2.84246 2.41520  O96 1.434, C98 1.511, H100 1.085, H101 1.098
98 C 0.76721 -2.62426 2.42905  C97 1.511, H102 1.095, H103 1.086, H104 1.089
99 C -2.40697 -6.14725 2.53096  C95 1.507, H105 1.088, H106 1.090, H107 1.091
100 H -1.27259 -2.23046 3.12691  C97 1.085
101 H -1.06878 -2.57984 1.40538  C97 1.098
102 H 1.15525 -2.99207 3.38431  C98 1.095
103 H 1.07388 -1.58457 2.36774  C98 1.086
104 H 1.25511 -3.19908 1.64302  C98 1.089
105 H -3.29266 -6.44940 3.08541  C99 1.088
106 H -1.61550 -6.83030 2.83919  C99 1.090
107 H -2.60553 -6.34062 1.47581  C99 1.091
108 O 1.91017 -1.36543 -1.12208  C109 1.211
109 C 2.05197 -0.20580 -0.80444  O108 1.211, O110 1.329, C113 1.499
110 O 1.19295 0.45165 -0.03167  C109 1.329, C111 1.407
111 C -0.00647 -0.15402 0.38687  O110 1.407, C112 1.529, H114 1.084, H115 1.091
112 C -1.19222 0.53042 -0.29375  C111 1.529, H116 1.100, H117 1.089, H118 1.088
113 C 3.27003 0.59465 -1.15662  C109 1.499, H119 1.085, H120 1.091, H121 1.088
114 H -0.11065 -0.15299 1.46626  C111 1.084
115 H -0.12068 -1.21540 0.16035  C111 1.091
116 H -1.45524 -0.01488 -1.21203  C112 1.100
117 H -1.02692 1.56135 -0.60384  C112 1.089
118 H -2.16260 0.41980 0.18605  C112 1.088
119 H 4.12253 0.11093 -0.69179  C113 1.085
120 H 3.09711 1.58413 -0.72989  C113 1.091
121 H 3.29312 0.69423 -2.23939  C113 1.088
122 O 1.76159 3.56355 -0.88220  C123 1.212
123 C 2.16119 3.83727 -1.99373  O122 1.212, O124 1.322, C127 1.509
124 O 1.71920 3.32242 -3.12791  C123 1.322, C125 1.446
125 C 0.65427 2.35279 -3.00159  O124 1.446, C126 1.546, H128 1.086, H129 1.082
126 C -0.75541 2.95048 -2.78966  C125 1.546, H130 1.092, H131 1.093, H132 1.085
127 C 3.31849 4.77494 -2.23408  C123 1.509, H133 1.095, H134 1.090, H135 1.091
128 H 0.84578 1.65223 -2.19391  C125 1.086
129 H 0.58368 1.93791 -3.99877  C125 1.082
130 H -0.85450 3.55430 -1.88497  C126 1.092
131 H -1.36753 2.08908 -2.51004  C126 1.093
132 H -1.07863 3.47064 -3.68485  C126 1.085
133 H 3.44649 5.61784 -1.54746  C127 1.095
134 H 3.18618 5.27681 -3.19298  C127 1.090
135 H 4.29027 4.30153 -2.08511  C127 1.091
136 O -5.01517 4.31784 2.40463  C137 1.205
137 C -5.66795 3.74484 1.56907  O136 1.205, O138 1.334, C141 1.508
138 O -5.34053 2.57197 1.02471  C137 1.334, C139 1.406
139 C -4.09826 2.00517 1.35810  O138 1.406, C140 1.536, H142 1.101, H143 1.085
140 C -4.07667 1.29022 2.71684  C139 1.536, H144 1.083, H145 1.092, H146 1.094
141 C -6.94278 4.32383 1.00850  C137 1.508, H147 1.085, H148 1.088, H149 1.093
142 H -3.34373 2.80350 1.42833  C139 1.101
143 H -3.67370 1.44599 0.53112  C139 1.085
144 H -3.98010 1.95057 3.56930  C140 1.083
145 H -3.27836 0.54574 2.67460  C140 1.092
146 H -4.99117 0.68998 2.69328  C140 1.094
147 H -7.46568 4.99586 1.68040  C141 1.085
148 H -7.56388 3.47945 0.71642  C141 1.088
149 H -6.58857 4.96686 0.19870  C141 1.093

The value obtained for the gap between HOMO and LUMO is 0.3810 Eh. As for the SMILES: COP(=O)(OC)OC.COP(=O)(OC)OC.COP(=O)(OC)OC.CCOC(C)=O.CCOC(C)=O.CCOC(C)=O.CCOC(C)=O.CCOC(C)=O.CCOC(C)=O.CCOC(C)=O. Its HOMO energy is -9.959 eV. The value obtained for the total energy is -4440.176786 Ha. For the strongest force on any atom, the calculation gives 0.0571 Eh/bohr.